{"formula": "C23H20MoN2O6S", "method": "the ωB97M-V functional and the def2-TZVPD basis", "s_squared": 2.0261, "charge": 0, "e_tot_ha": -1915.8595, "multiplicity": 3, "e_above_lowest_kcal_mol": 13.1, "symbols": ["Mo", "O", "C", "O", "C", "C", "C", "C", "C", "N", "C", "O", "O", "H", "H", "H", "H", "O", "C", "O", "C", "C", "C", "C", "C", "C", "S", "H", "H", "H", "H", "C", "N", "C", "C", "C", "C", "C", "C", "C", "C", "H", "H", "H", "H", "H", "H", "H", "H", "H", "H", "H", "H"], "coordinates": [[0.97, -0.45, -1.02], [-2.21, -3.55, -0.67], [-1.11, -2.83, -0.71], [-1.00, -1.79, -1.32], [0.04, -3.35, 0.05], [0.09, -4.54, 0.73], [1.27, -4.86, 1.40], [2.34, -3.98, 1.34], [2.19, -2.80, 0.62], [1.07, -2.49, -0.01], [3.29, -1.78, 0.43], [4.36, -1.93, 0.97], [2.92, -0.82, -0.34], [-2.92, -3.04, -1.10], [-0.77, -5.19, 0.74], [1.35, -5.78, 1.95], [3.28, -4.16, 1.83], [-1.89, 1.80, -2.95], [-0.72, 1.65, -2.69], [-0.30, 0.58, -2.04], [0.33, 2.62, -3.10], [-0.10, 3.75, -3.79], [0.79, 4.70, -4.24], [2.15, 4.52, -4.00], [2.59, 3.41, -3.32], [1.69, 2.43, -2.86], [2.48, 1.10, -2.01], [-1.17, 3.86, -3.96], [0.44, 5.58, -4.77], [2.87, 5.26, -4.34], [3.65, 3.27, -3.12], [-3.92, -0.34, 1.98], [-2.72, -0.75, 1.26], [-1.87, -1.53, 2.14], [-2.04, 0.36, 0.55], [-0.79, 0.88, 1.23], [-0.95, 1.67, 2.37], [0.13, 2.13, 3.10], [1.41, 1.81, 2.67], [1.60, 1.05, 1.53], [0.51, 0.56, 0.79], [-4.45, -1.23, 2.33], [-4.58, 0.21, 1.31], [-3.70, 0.28, 2.86], [-2.34, -2.49, 2.36], [-1.66, -1.02, 3.09], [-0.90, -1.71, 1.67], [-2.76, 1.18, 0.46], [-1.82, 0.05, -0.46], [-1.96, 1.92, 2.68], [-0.03, 2.74, 3.98], [2.27, 2.17, 3.22], [2.61, 0.86, 1.20]], "lowdin_spin": [1.69, 0.01, 0.01, 0.02, 0.01, 0.00, 0.02, 0.00, 0.02, 0.01, 0.01, 0.03, 0.02, 0.00, 0.00, 0.00, 0.00, 0.03, 0.01, 0.03, 0.00, 0.00, 0.01, 0.00, 0.00, 0.00, 0.02, 0.00, 0.00, 0.00, 0.00, 0.00, 0.00, 0.00, 0.00, 0.03, -0.01, 0.03, -0.01, 0.03, -0.02, 0.00, 0.00, 0.00, 0.00, 0.00, 0.00, 0.00, 0.00, 0.00, 0.00, 0.00, 0.00]}



{"formula": "C23H20MoN5O3S2", "method": "the ωB97M-V functional and the def2-TZVPD basis", "charge": 1, "e_tot_ha": -2252.3114, "e_above_lowest_kcal_mol": 5.4, "symbols": ["Mo", "C", "S", "C", "S", "N", "N", "C", "C", "C", "C", "C", "C", "N", "H", "H", "H", "H", "H", "H", "H", "H", "C", "O", "C", "C", "C", "C", "C", "C", "N", "N", "C", "O", "C", "C", "C", "C", "C", "C", "C", "O", "H", "H", "H", "H", "H", "H", "H", "H", "H", "H", "H", "H"], "coordinates": [[0.29, 0.03, -0.08], [-1.78, 2.46, 4.48], [-1.26, 0.75, 4.27], [-0.38, 0.83, 2.81], [0.29, -0.72, 2.28], [-0.21, 1.97, 2.18], [0.50, 1.68, 1.05], [1.39, 2.46, 0.55], [2.53, 1.78, -0.11], [3.70, 2.41, -0.49], [4.79, 1.63, -0.88], [4.69, 0.26, -0.87], [3.47, -0.31, -0.49], [2.44, 0.43, -0.13], [-2.48, 2.45, 5.32], [-2.28, 2.82, 3.59], [-0.92, 3.09, 4.72], [1.41, 3.51, 0.83], [3.76, 3.49, -0.47], [5.71, 2.11, -1.18], [5.52, -0.38, -1.14], [3.33, -1.38, -0.47], [3.15, 0.94, -4.91], [2.34, 0.55, -3.81], [2.14, -0.78, -3.63], [2.75, -1.79, -4.35], [2.48, -3.13, -4.05], [1.62, -3.47, -3.04], [1.01, -2.46, -2.28], [-0.02, -2.80, -1.31], [-0.45, -1.94, -0.46], [-1.64, -2.25, 0.20], [-2.21, -1.14, 0.54], [-1.70, 0.05, 0.22], [-3.44, -1.16, 1.36], [-3.92, -2.37, 1.87], [-5.05, -2.37, 2.68], [-5.68, -1.17, 2.98], [-5.20, 0.03, 2.48], [-4.07, 0.03, 1.67], [1.26, -1.13, -2.59], [0.65, -0.14, -1.91], [3.15, 2.02, -4.92], [4.18, 0.58, -4.78], [2.74, 0.56, -5.85], [3.43, -1.55, -5.15], [2.96, -3.90, -4.64], [1.40, -4.51, -2.82], [-0.53, -3.76, -1.36], [-3.42, -3.29, 1.62], [-5.43, -3.30, 3.07], [-6.56, -1.17, 3.61], [-5.70, 0.96, 2.72], [-3.68, 0.96, 1.27]], "nbo_charge": [1.30, -0.75, 0.41, -0.06, 0.00, -0.37, -0.24, 0.08, 0.15, -0.20, -0.12, -0.23, 0.11, -0.45, 0.25, 0.24, 0.24, 0.24, 0.24, 0.24, 0.25, 0.23, -0.26, -0.48, 0.26, -0.27, -0.19, -0.18, -0.17, 0.16, -0.27, -0.36, 0.57, -0.67, -0.09, -0.17, -0.21, -0.18, -0.22, -0.18, 0.33, -0.61, 0.21, 0.18, 0.19, 0.24, 0.23, 0.23, 0.23, 0.23, 0.22, 0.22, 0.22, 0.23]}



{"formula": "C23H20N2O4S2", "method": "the ωB97M-V functional and the def2-TZVPD basis", "charge": 0, "e_tot_ha": -2094.9958, "symbols": ["C", "C", "C", "C", "C", "S", "C", "C", "C", "S", "C", "C", "H", "H", "H", "H", "H", "H", "H", "H", "H", "H", "H", "C", "C", "C", "C", "C", "N", "O", "O", "C", "C", "C", "C", "C", "C", "N", "O", "O", "C", "C", "H", "H", "H", "H", "H", "H", "H", "H", "H"], "coordinates": [[-4.55, 0.07, -3.28], [-3.85, 1.28, -3.16], [-2.46, 1.26, -2.99], [-1.77, 0.03, -2.91], [-0.34, 0.01, -2.62], [0.42, -1.51, -2.48], [2.19, -1.20, -2.74], [2.46, 0.01, -3.62], [2.21, 1.26, -2.82], [0.45, 1.50, -2.43], [-2.48, -1.17, -3.09], [-3.86, -1.15, -3.25], [-5.63, 0.08, -3.39], [-4.37, 2.23, -3.19], [-1.91, 2.20, -2.91], [2.62, -1.11, -1.74], [2.54, -2.12, -3.22], [3.51, -0.01, -3.94], [1.83, -0.01, -4.51], [2.75, 1.27, -1.87], [2.46, 2.17, -3.40], [-1.94, -2.12, -3.09], [-4.39, -2.10, -3.36], [0.25, -0.06, 1.06], [0.30, -1.30, 1.74], [-0.04, -2.51, 1.05], [-0.01, -3.73, 1.68], [0.38, -3.81, 3.04], [0.53, -5.07, 3.67], [0.96, -5.10, 4.84], [0.23, -6.10, 3.03], [0.72, -2.64, 3.76], [0.72, -1.43, 3.11], [0.33, 1.23, 1.65], [-0.04, 1.50, 3.01], [0.19, 2.72, 3.60], [0.76, 3.76, 2.84], [1.06, 4.99, 3.47], [1.69, 5.86, 2.83], [0.68, 5.16, 4.65], [1.05, 3.57, 1.47], [0.81, 2.35, 0.89], [0.18, -0.10, -0.03], [-0.31, -2.46, -0.01], [-0.26, -4.66, 1.18], [1.00, -2.74, 4.81], [1.05, -0.56, 3.67], [-0.51, 0.72, 3.62], [-0.03, 2.91, 4.65], [1.45, 4.42, 0.91], [0.99, 2.21, -0.18]], "nbo_charge": [-0.16, -0.21, -0.17, -0.06, -0.34, 0.45, -0.53, -0.43, -0.52, 0.46, -0.18, -0.21, 0.23, 0.23, 0.23, 0.25, 0.25, 0.24, 0.23, 0.24, 0.25, 0.22, 0.23, -0.40, 0.09, -0.27, -0.16, -0.05, 0.50, -0.42, -0.42, -0.14, -0.29, 0.10, -0.28, -0.15, -0.04, 0.50, -0.42, -0.41, -0.16, -0.27, 0.17, 0.19, 0.24, 0.25, 0.22, 0.23, 0.25, 0.24, 0.18]}



{"formula": "C23H20N2OPtS", "method": "the ωB97M-V functional and the def2-TZVPD basis", "charge": 0, "e_tot_ha": -1590.7310, "e_above_lowest_kcal_mol": 4.8, "symbols": ["Pt", "C", "N", "C", "C", "C", "C", "C", "C", "C", "C", "H", "H", "H", "H", "H", "H", "H", "H", "H", "H", "H", "H", "S", "C", "C", "C", "C", "C", "C", "N", "C", "C", "C", "C", "C", "C", "C", "H", "H", "H", "H", "H", "H", "H", "H", "O", "C"], "coordinates": [[0.54, -0.88, 0.41], [-2.63, 1.12, -0.73], [-1.94, -0.05, -1.23], [-1.77, 0.03, -2.67], [-2.61, -1.28, -0.86], [-1.72, -2.51, -0.88], [-2.27, -3.71, -1.35], [-1.56, -4.89, -1.31], [-0.27, -4.89, -0.80], [0.29, -3.70, -0.34], [-0.42, -2.50, -0.36], [-3.62, 1.26, -1.20], [-2.03, 2.01, -0.93], [-2.77, 1.04, 0.35], [-2.74, 0.14, -3.19], [-1.29, -0.88, -3.04], [-1.14, 0.88, -2.93], [-3.47, -1.48, -1.53], [-3.04, -1.16, 0.14], [-3.28, -3.70, -1.75], [-2.00, -5.81, -1.68], [0.31, -5.80, -0.76], [1.30, -3.72, 0.06], [4.69, 0.67, 1.51], [3.74, 0.99, 2.93], [4.15, 1.52, 4.15], [3.20, 1.66, 5.14], [1.87, 1.30, 4.92], [1.46, 0.77, 3.71], [2.41, 0.62, 2.70], [2.18, 0.11, 1.44], [3.28, 0.06, 0.72], [3.24, -0.47, -0.64], [4.35, -0.45, -1.49], [4.19, -0.86, -2.80], [2.94, -1.27, -3.25], [1.85, -1.32, -2.38], [1.98, -0.94, -1.04], [5.18, 1.80, 4.32], [3.49, 2.06, 6.11], [1.14, 1.42, 5.72], [0.44, 0.49, 3.53], [5.31, -0.09, -1.14], [5.03, -0.84, -3.48], [2.81, -1.58, -4.28], [0.90, -1.68, -2.74], [-1.65, -0.78, 2.52], [-0.83, -0.81, 1.74]], "nbo_charge": [0.58, -0.41, -0.44, -0.41, -0.24, -0.12, -0.15, -0.25, -0.21, -0.27, -0.18, 0.16, 0.20, 0.20, 0.16, 0.21, 0.20, 0.17, 0.20, 0.19, 0.21, 0.21, 0.21, 0.43, -0.25, -0.20, -0.21, -0.20, -0.23, 0.20, -0.52, 0.13, -0.20, -0.17, -0.23, -0.19, -0.24, -0.18, 0.22, 0.22, 0.22, 0.22, 0.21, 0.21, 0.21, 0.22, -0.47, 0.57]}